# 1
DFT (ωB97M-V with the def2-TZVPD basis set) results for C31H25N10O8PS2Tb as an isolated structure in a non-equilibrium geometry.

XYZ file:
```
78
Properties=species:S:1:pos:R:3:lowdin_charge:R:1
Tb 0.92 -0.10 0.61 1.3174
S -0.41 2.03 2.11 0.5826
C 1.23 2.40 2.42 -0.7982
C 1.60 3.51 3.21 -0.1120
C 2.93 3.78 3.42 -0.0830
C 3.89 2.95 2.83 -0.0800
C 3.45 1.88 2.07 -0.1624
N 2.17 1.60 1.86 -0.1077
H 0.81 4.11 3.64 0.0950
H 3.24 4.62 4.02 0.1012
H 4.94 3.12 2.96 0.0927
H 4.17 1.22 1.59 0.0809
O 3.97 2.02 -2.12 0.0416
C 2.94 1.84 -1.50 -0.7203
O 2.54 0.73 -1.01 -0.3128
C 1.94 3.00 -1.26 -0.2153
P 0.34 2.08 -1.26 1.0009
C -0.95 3.38 -1.24 -0.3624
C -2.14 3.19 -1.93 -0.0977
C -3.20 4.06 -1.76 -0.0852
C -3.08 5.13 -0.88 -0.0951
C -1.90 5.33 -0.19 -0.0927
C -0.84 4.45 -0.36 -0.1230
C 0.27 1.60 -3.03 -0.3447
C -0.08 0.29 -3.35 -0.1061
C -0.20 -0.10 -4.67 -0.0864
C 0.05 0.80 -5.69 -0.0931
C 0.41 2.10 -5.38 -0.0795
C 0.51 2.50 -4.06 -0.0716
H 2.01 3.79 -2.01 0.0857
H 2.11 3.43 -0.27 0.0770
H -2.24 2.34 -2.60 0.0934
H -4.12 3.87 -2.28 0.0928
H -3.92 5.79 -0.72 0.0956
H -1.80 6.15 0.50 0.0980
H 0.07 4.58 0.23 0.0888
H -0.28 -0.40 -2.54 0.0622
H -0.50 -1.11 -4.91 0.0983
H -0.05 0.50 -6.72 0.0975
H 0.61 2.81 -6.17 0.0999
H 0.76 3.53 -3.83 0.1079
C 1.63 -4.66 -2.37 -0.0004
C 2.40 -4.21 -1.19 -0.3396
N 3.03 -4.97 -0.35 0.1050
N 3.54 -4.13 0.58 0.0312
C 3.20 -2.84 0.35 -0.7827
S 3.59 -1.50 1.23 0.6942
N 2.50 -2.90 -0.83 -0.0862
N 1.88 -1.80 -1.41 0.0917
H 1.76 -5.73 -2.48 0.0845
H 1.97 -4.17 -3.28 0.0855
H 0.57 -4.44 -2.22 0.0921
H 4.01 -4.49 1.40 0.1515
H 1.47 -2.07 -2.30 0.0999
H 2.55 -1.02 -1.54 0.0813
O 0.46 -0.96 2.69 -0.1337
C 0.02 -1.99 2.15 -0.6713
O 0.45 -2.43 1.06 -0.1208
C -1.13 -2.73 2.81 -0.0685
C -1.94 -3.54 2.03 0.0976
C -3.05 -4.16 2.59 -0.1151
C -3.35 -3.99 3.94 0.0940
C -2.52 -3.20 4.71 -0.1171
C -1.42 -2.55 4.16 0.1034
N -2.80 -3.06 6.12 -0.3576
O -2.01 -2.45 6.80 0.0905
O -3.82 -3.58 6.54 0.0782
N -3.90 -5.00 1.79 -0.3563
O -3.55 -5.22 0.64 0.0897
O -4.90 -5.45 2.30 0.0811
H -1.71 -3.66 0.98 0.1325
H -4.21 -4.49 4.38 0.1307
H -0.80 -1.91 4.76 0.1381
N -1.16 -0.52 -0.30 -0.0190
C -2.28 -0.28 -0.59 -0.3387
N -3.49 -0.17 -0.83 0.1028
C -4.22 0.49 -1.66 -0.4215
N -4.95 1.01 -2.38 0.0930
```

Summary:
- Energy: -117228.078 eV
- Energy above the lowest of the compared OMol25 structures with the same formula, charge and spin: 63.6 kcal/mol
- ⟨S²⟩: 12.04
- Multiplicity: 7
- Maximum force: 1.5 eV/A
- Total charge: -1

=====

# 2
DFT (ωB97M-V with the def2-TZVPD basis set) results for an isolated ion of composition C3H7N2S and charge +1 in a non-equilibrium geometry.

XYZ file:
```
13
Properties=species:S:1:pos:R:3:lowdin_charge:R:1
C 0.19 -1.20 -1.36 -0.0245
C -1.67 0.02 0.96 0.1167
C 0.73 0.65 0.11 -0.4005
N 0.63 0.01 -1.12 -0.1242
N -1.03 0.92 0.45 0.0289
S 1.10 -0.53 1.50 0.8731
H -0.15 -1.42 -2.42 0.1162
H -1.29 -1.01 1.40 0.0986
H 1.16 1.67 0.21 0.1397
H 0.90 0.63 -1.88 0.1696
H -1.50 1.80 0.41 0.1353
H -0.10 -1.89 -0.63 0.0422
H 1.01 0.34 2.36 -0.1710
```

Summary:
- Energy: -17026.919 eV
- Energy above the lowest of the compared OMol25 structures with the same formula, charge and spin: 78.9 kcal/mol
- ⟨S²⟩: 2.01
- Multiplicity: 3
- Maximum force: 5.7 eV/A
- Total charge: +1

=====

# 3
DFT (ωB97M-V with the def2-TZVPD basis set) results for C24H49LuN5O2S3Sb2Si3 as an isolated structure in a non-equilibrium geometry.

XYZ file:
```
89
Properties=species:S:1:pos:R:3:lowdin_charge:R:1
Lu 0.26 -1.76 0.02 1.2121
S 0.11 2.01 3.59 -0.3431
Sb -1.51 0.36 2.55 0.2536
S -0.04 -1.48 2.83 -0.3365
S -0.49 1.26 0.37 -0.2672
C -1.20 -7.15 2.98 -0.0506
C -2.16 -7.27 1.79 -0.4108
C -1.68 -7.83 0.43 -0.0567
C -3.09 -6.09 1.63 -0.1651
N -2.47 -4.80 1.48 -0.0914
C -1.26 -4.38 1.04 -0.0829
N -1.37 -3.06 0.74 -0.1807
N -2.60 -2.69 1.22 -0.0168
N -3.28 -3.68 1.64 0.0737
H -0.84 -8.14 3.25 0.0683
H -1.68 -6.72 3.85 0.0823
H -0.32 -6.57 2.80 0.0687
H -3.02 -7.85 2.10 0.1175
H -0.77 -7.30 0.13 0.0721
H -2.45 -7.73 -0.36 0.0857
H -1.45 -8.89 0.56 0.0713
H -3.63 -5.96 2.56 0.1186
H -3.81 -6.23 0.81 0.1356
H -0.39 -4.96 0.83 0.1144
C -3.40 -2.55 -2.17 -0.1007
C -2.45 -2.30 -3.31 -0.2247
C -2.81 -2.56 -4.64 -0.1432
C -1.90 -2.50 -5.68 -0.1965
C -0.65 -1.92 -5.44 -0.1189
C -0.21 -1.57 -4.14 -0.2380
C 1.09 -0.84 -3.87 -0.0998
C -1.06 -1.84 -2.98 -0.4302
N -0.67 -1.73 -1.78 -0.1948
H -4.37 -2.76 -2.59 0.0476
H -3.37 -1.72 -1.47 0.0548
H -3.05 -3.45 -1.66 0.0469
H -3.75 -3.08 -4.73 0.0726
H -2.16 -2.91 -6.64 0.0527
H 0.04 -1.71 -6.26 0.0763
H 1.63 -0.65 -4.80 0.0499
H 1.74 -1.33 -3.11 0.0548
H 0.93 0.18 -3.45 0.0602
C -0.68 3.05 -2.41 -0.2631
Si -0.29 4.54 -1.30 0.2833
C -1.94 5.28 -1.00 -0.2496
C 0.91 5.75 -2.04 -0.2498
Sb 0.63 3.53 0.91 0.6808
Si 0.09 5.15 2.99 0.2714
C -1.72 4.92 3.39 -0.2715
C 1.14 4.97 4.54 -0.2743
C 0.43 6.86 2.26 -0.2714
Si 2.99 2.90 0.40 0.3030
C 3.58 1.36 1.32 -0.2124
C 3.25 2.50 -1.41 -0.2193
C 4.05 4.40 1.00 -0.2465
H -1.52 3.30 -3.14 0.0442
H -1.13 2.27 -1.78 -0.0670
H 0.13 2.66 -3.01 0.0046
H -2.38 5.42 -1.94 -0.0118
H -1.88 6.32 -0.53 0.0458
H -2.63 4.61 -0.46 0.0460
H 1.91 5.25 -2.13 0.0190
H 0.99 6.68 -1.47 0.0156
H 0.63 5.98 -3.07 0.0133
H -2.27 4.48 2.52 0.0319
H -2.19 5.86 3.69 0.0077
H -1.71 4.16 4.21 -0.0037
H 2.18 4.95 4.29 -0.0028
H 0.92 4.05 5.05 -0.0531
H 0.90 5.79 5.34 0.0529
H -0.05 7.15 1.33 -0.0046
H 1.50 6.93 2.12 0.0048
H 0.14 7.63 3.01 0.0179
H 3.45 0.39 0.87 -0.0018
H 3.08 1.36 2.30 0.0143
H 4.64 1.52 1.53 0.0183
H 2.30 2.32 -1.97 0.0211
H 3.86 1.63 -1.41 0.0121
H 3.71 3.37 -1.94 0.0218
H 3.82 4.56 2.06 0.0080
H 4.02 5.27 0.39 -0.0079
H 5.13 4.12 0.96 0.0184
C 3.93 -3.24 0.81 -0.0017
C 2.61 -2.71 0.41 -0.7046
O 2.49 -1.47 0.01 -0.1830
O 1.62 -3.46 0.34 -0.1456
H 4.14 -4.13 0.24 0.0748
H 3.95 -3.56 1.83 0.0701
H 4.80 -2.53 0.74 0.1034
```

Summary:
- Energy: -140067.259 eV
- Energy above the lowest of the compared OMol25 structures with the same formula, charge and spin: 17.3 kcal/mol
- ⟨S²⟩: 0.76
- Multiplicity: 2
- Maximum force: 4.7 eV/A
- Total charge: -2